A structure of composition C26H39N7O5RuS2. Source: the OMol25 dataset; level of theory: ωB97M-V/def2-TZVPD.

XYZ file:
```
80
Properties=species:S:1:pos:R:3
Ru 0.653 -0.917 0.126
C 2.468 2.150 -2.224
C 2.023 1.248 -1.126
N 1.192 0.202 -1.378
N 0.712 -0.070 -2.641
C -0.040 -1.115 -2.575
O -0.230 -1.766 -1.428
C -0.723 -1.650 -3.771
C -1.483 -2.809 -3.662
C -2.142 -3.319 -4.772
C -2.044 -2.673 -5.994
C -1.283 -1.514 -6.106
C -0.626 -1.003 -5.001
C 2.384 1.382 0.219
C 3.213 2.395 0.759
C 3.427 2.451 2.106
C 2.830 1.494 2.957
C 2.066 0.504 2.396
N 1.844 0.432 1.072
H 1.781 2.072 -3.063
H 3.462 1.867 -2.582
H 2.516 3.185 -1.884
H -1.556 -3.304 -2.703
H -2.732 -4.221 -4.681
H -2.559 -3.068 -6.860
H -1.205 -1.009 -7.059
H -0.033 -0.101 -5.077
H 3.674 3.109 0.090
H 4.062 3.222 2.522
H 2.981 1.517 4.025
H 1.602 -0.268 2.996
C -1.870 -3.489 1.873
N -0.705 -4.300 1.555
C -0.923 -5.737 1.427
C 0.362 -6.479 1.719
C 1.453 -5.946 0.817
N 1.524 -4.490 0.920
C 2.784 -3.881 0.522
C 0.489 -3.735 1.328
O 0.646 -2.487 1.513
H -2.231 -3.727 2.876
H -2.662 -3.704 1.154
H -1.617 -2.435 1.822
H -1.289 -5.970 0.422
H -1.702 -6.016 2.136
H 0.230 -7.547 1.559
H 0.641 -6.323 2.764
H 1.275 -6.232 -0.224
H 2.424 -6.347 1.110
H 3.525 -3.938 1.323
H 2.644 -2.839 0.252
H 3.164 -4.413 -0.349
C -3.691 -0.098 2.040
S -2.199 0.785 1.741
O -1.791 1.457 2.959
O -2.538 1.748 0.669
O -1.208 -0.220 1.317
H -4.466 0.623 2.286
H -3.518 -0.779 2.871
H -3.941 -0.640 1.131
C -1.177 5.312 3.128
C 0.004 4.409 2.793
N -0.297 3.462 1.720
C -0.300 3.755 0.427
S -0.784 2.554 -0.720
N 0.138 4.939 0.002
C 0.074 5.411 -1.386
C -1.277 6.014 -1.729
H -0.916 5.977 3.951
H -2.034 4.711 3.428
H -1.478 5.927 2.278
H 0.273 3.805 3.657
H 0.895 4.980 2.524
H -0.803 2.623 2.010
H 0.305 5.642 0.705
H 0.303 4.569 -2.039
H 0.873 6.142 -1.503
H -2.068 5.273 -1.618
H -1.276 6.365 -2.761
H -1.501 6.864 -1.084
```

Its charge is +1. As for the HOMO-LUMO gap (spin up / spin down): 6.73 / 6.11 eV. For the energy above the lowest of the compared OMol25 structures with the same formula, charge and spin, the calculation gives 2.102 eV. The calculation puts the HOMO energy (spin up / spin down) at -8.302 / -10.439 eV. Its expectation value of S² is 8.7791. As for the spin multiplicity: 6.

A structure of composition C26H40AsN2O2PSTi. Source: the OMol25 dataset; level of theory: ωB97M-V/def2-TZVPD.

XYZ file:
```
74
Properties=species:S:1:pos:R:3
Ti -0.023 -0.224 0.508
O 1.632 0.639 0.540
C 2.488 1.018 1.495
C 3.690 1.628 1.129
C 4.577 2.036 2.107
C 4.309 1.839 3.463
C 3.133 1.203 3.812
C 2.223 0.782 2.846
C 1.048 0.008 3.301
N 0.223 -0.466 2.485
N -0.823 -1.316 2.943
C -1.206 -2.059 1.944
O -0.643 -2.042 0.755
C -2.367 -2.971 2.127
C -3.124 -2.979 3.290
C -4.206 -3.842 3.391
C -4.524 -4.689 2.331
C -3.766 -4.675 1.168
C -2.683 -3.808 1.068
H 3.890 1.784 0.077
H 5.504 2.518 1.813
H 5.009 2.164 4.220
H 2.911 1.015 4.858
H 0.915 -0.225 4.355
H -2.872 -2.311 4.105
H -4.805 -3.853 4.294
H -5.372 -5.360 2.414
H -4.015 -5.329 0.341
H -2.079 -3.768 0.172
C -0.781 -1.470 -4.545
C -1.069 -1.052 -3.096
C -1.599 -2.271 -2.338
P 0.317 -0.241 -2.183
C 0.318 1.513 -2.727
C 1.490 2.330 -2.172
C 0.120 1.831 -4.210
C 1.823 -1.140 -2.784
C 2.880 -1.316 -1.688
C 2.504 -0.622 -4.056
H -1.716 -1.785 -5.017
H -0.110 -2.333 -4.583
H -0.350 -0.695 -5.173
H -1.850 -0.289 -3.078
H -0.818 -3.027 -2.190
H -2.392 -2.742 -2.926
H -1.991 -2.006 -1.360
H -0.582 1.834 -2.203
H 2.447 2.020 -2.604
H 1.579 2.263 -1.093
H 1.341 3.381 -2.438
H 0.965 1.534 -4.831
H 0.017 2.916 -4.310
H -0.781 1.387 -4.634
H 1.420 -2.133 -2.996
H 3.351 -0.367 -1.416
H 3.665 -1.992 -2.040
H 2.471 -1.740 -0.772
H 2.926 0.374 -3.905
H 1.842 -0.575 -4.918
H 3.332 -1.288 -4.321
C -2.186 1.847 3.062
As -0.964 2.380 1.643
C -1.978 3.789 0.834
C 0.116 3.552 2.814
S -2.048 0.638 -0.222
H -2.767 2.723 3.352
H -1.611 1.501 3.920
H -2.838 1.057 2.706
H -2.268 4.473 1.629
H -2.846 3.361 0.345
H -1.363 4.313 0.104
H -0.554 4.123 3.462
H 0.680 4.241 2.182
H 0.815 2.984 3.422
```

Its charge is 0. As for the HOMO-LUMO gap: 5.98 eV. For the energy above the lowest of the compared OMol25 structures with the same formula, charge and spin, the calculation gives 1.238 eV. The calculation puts the HOMO energy at -6.473 eV.

A structure of composition C26H40Cl3N4O3PtSi. Source: the OMol25 dataset; level of theory: ωB97M-V/def2-TZVPD.

XYZ file:
```
78
Properties=species:S:1:pos:R:3
C -3.857 0.592 -2.225
C -3.045 1.838 -2.102
H -4.923 0.794 -2.081
H -3.544 -0.205 -1.533
H -3.718 0.212 -3.251
C -3.564 3.077 -2.118
C -5.015 3.436 -2.132
H -2.902 3.943 -2.183
H -5.695 2.576 -2.055
H -5.266 3.992 -3.049
H -5.238 4.121 -1.298
Pt -0.267 -0.371 0.138
Cl -0.075 -1.431 -1.923
Cl -2.180 -1.607 0.553
H 4.010 -3.392 2.129
H 3.432 -5.329 0.707
C 2.949 -3.189 2.323
C 2.370 -5.144 0.922
N 2.157 -3.726 1.220
H 2.772 -2.117 2.414
C 1.268 -2.965 0.588
O 1.044 -1.782 1.025
H 1.767 -5.433 0.056
H 0.767 -3.357 -0.312
H 2.680 -3.703 3.256
H 2.095 -5.771 1.785
H -3.714 1.123 1.029
H -2.786 3.798 0.916
C -3.313 1.148 2.053
C -2.647 3.538 1.980
N -2.245 2.144 2.146
H -2.946 0.156 2.332
C -0.955 1.828 2.196
O -0.510 0.642 2.045
H -1.869 4.180 2.414
H -0.268 2.672 2.405
H -4.118 1.475 2.722
H -3.600 3.696 2.498
O -1.409 1.205 -0.584
C -1.553 1.580 -1.921
C -0.321 3.711 -1.285
C -0.662 2.786 -2.266
H -0.636 3.512 -0.259
C 0.421 4.850 -1.615
H -1.256 0.728 -2.553
C -0.224 2.981 -3.581
H 0.714 5.541 -0.824
C 0.789 5.076 -2.945
C 0.472 4.139 -3.931
H -0.453 2.209 -4.319
H 1.352 5.969 -3.215
H 0.781 4.289 -4.968
Si -3.707 -4.798 1.139
Cl -4.842 -3.215 0.392
C -3.698 -4.597 3.005
C -2.190 -5.064 0.076
C -4.772 -6.350 1.029
H -3.562 -3.556 3.312
H -2.923 -5.216 3.475
H -4.682 -4.938 3.366
H -5.656 -6.228 1.671
H -4.210 -7.225 1.386
H -5.113 -6.549 0.008
H -1.609 -4.140 -0.061
H -2.515 -5.414 -0.917
H -1.541 -5.835 0.529
N 4.832 2.216 3.407
C 4.204 1.962 2.451
C 3.455 1.688 1.240
C 3.915 2.178 0.008
C 3.176 1.909 -1.137
C 2.047 1.093 -1.026
N 1.563 0.703 0.160
C 2.255 0.977 1.286
H 4.839 2.771 -0.017
H 3.469 2.266 -2.130
H 1.488 0.710 -1.881
H 1.814 0.630 2.214
```

Its charge is -1. As for the HOMO-LUMO gap (spin up / spin down): 4.23 / 6.21 eV. For the energy above the lowest of the compared OMol25 structures with the same formula, charge and spin, the calculation gives 0.000 eV. The calculation puts the HOMO energy (spin up / spin down) at -1.940 / -3.918 eV. Its expectation value of S² is 2.0106. As for the spin multiplicity: 3.

A cluster of 5 separate species, C26H40FN2O13PS2 in total. Source: the OMol25 dataset; level of theory: ωB97M-V/def2-TZVPD.

XYZ file:
```
85
Properties=species:S:1:pos:R:3
O -4.761 2.197 0.024
S -3.561 2.489 0.983
O -3.855 1.790 2.368
F -3.411 4.186 1.157
N -2.170 1.677 0.320
C -0.923 1.839 1.156
C -0.150 3.274 0.997
C 0.034 4.113 2.410
N -0.864 5.338 2.292
C -0.075 6.620 2.150
C 0.193 7.107 0.608
C -0.699 8.412 0.062
C -0.459 9.000 -1.462
C 0.668 8.316 -2.459
C 1.555 7.015 -1.985
C 1.288 6.450 -0.439
O 2.131 5.298 -0.033
P -1.910 2.018 -1.408
O -2.902 0.900 -2.330
O -0.242 1.699 -1.831
S -2.498 3.822 -1.961
H -1.238 1.721 2.301
H -0.131 0.975 0.964
H -0.624 4.019 0.230
H 0.940 3.033 0.603
H 1.180 4.420 2.485
H -0.178 3.462 3.376
H -1.475 5.426 3.153
H 0.965 6.583 2.693
H -0.730 7.470 2.673
H -1.484 8.885 0.793
H -1.076 9.947 -1.815
H 0.799 8.823 -3.528
H 2.345 6.528 -2.726
H 2.140 4.588 -0.760
H -3.364 1.473 -3.036
H -0.154 0.689 -1.704
O 0.231 -0.482 -0.505
C 0.327 -1.620 -0.935
C -0.793 -2.424 -1.523
C -0.223 -3.819 -1.508
C 1.257 -3.572 -1.643
O 1.493 -2.328 -0.985
H -0.988 -2.074 -2.541
H -1.694 -2.352 -0.910
H -0.624 -4.464 -2.294
H -0.433 -4.292 -0.542
H 1.570 -3.479 -2.688
H 1.847 -4.360 -1.165
O 5.160 -3.848 -0.029
C 5.524 -2.685 -0.086
C 4.721 -1.549 -0.644
C 5.767 -0.478 -0.822
C 6.763 -0.807 0.260
O 6.717 -2.227 0.395
H 3.960 -1.257 0.085
H 4.261 -1.822 -1.597
H 5.371 0.538 -0.748
H 6.240 -0.586 -1.806
H 6.496 -0.356 1.221
H 7.776 -0.495 -0.010
O -0.966 -4.114 1.490
C -1.219 -3.265 2.329
C -2.505 -2.503 2.433
C -2.126 -1.366 3.347
C -1.034 -1.970 4.191
O -0.374 -2.906 3.339
H -3.267 -3.148 2.880
H -2.829 -2.141 1.455
H -2.962 -0.980 3.936
H -1.720 -0.537 2.753
H -1.430 -2.507 5.059
H -0.320 -1.217 4.535
O -0.694 -7.981 -4.133
C -1.245 -7.873 -3.050
C -2.587 -8.439 -2.697
C -2.924 -7.690 -1.433
C -1.566 -7.405 -0.846
O -0.697 -7.248 -1.967
H -2.486 -9.513 -2.519
H -3.317 -8.243 -3.486
H -3.577 -8.246 -0.755
H -3.423 -6.747 -1.686
H -1.197 -8.233 -0.231
H -1.564 -6.490 -0.247
```

Its charge is 0. As for the HOMO-LUMO gap: 7.18 eV. The SMILES is O=S(=O)(F)N(CCCNCc1ccccc1O)P(O)(O)=S.O=C1CCCO1.O=C1CCCO1.O=C1CCCO1.O=C1CCCO1. For the energy above the lowest of the compared OMol25 structures with the same formula, charge and spin, the calculation gives 14.202 eV. The calculation puts the HOMO energy at -8.206 eV.

A structure of composition C26H41BN11PPd. Source: the OMol25 dataset; level of theory: ωB97M-V/def2-TZVPD.

XYZ file:
```
81
Properties=species:S:1:pos:R:3
Pd 0.725 -0.487 -0.013
C -0.163 3.959 -1.321
C -1.009 2.812 -0.878
C -2.136 2.840 -0.040
C -2.560 1.532 0.010
N -1.737 0.795 -0.761
N -0.783 1.576 -1.290
B -1.998 -0.621 -1.344
N -1.029 -0.777 -2.533
C -1.182 -0.917 -3.860
C 0.059 -0.924 -4.454
C 0.954 -0.779 -3.387
C 2.439 -0.677 -3.431
N 0.279 -0.696 -2.257
N -1.669 -1.748 -0.347
C -2.349 -2.078 0.772
C -1.999 -3.364 1.121
C -1.080 -3.761 0.133
C -0.373 -5.068 0.003
N -0.902 -2.782 -0.739
N -3.523 -0.705 -1.648
C -4.231 -0.876 -2.779
C -5.572 -0.830 -2.474
C -5.602 -0.631 -1.087
C -6.813 -0.497 -0.226
N -4.369 -0.560 -0.615
H -0.784 4.799 -1.631
H 0.465 3.639 -2.149
H 0.475 4.308 -0.508
H -2.570 3.688 0.455
H -3.397 1.095 0.513
H -2.127 -1.004 -4.349
H 0.284 -1.022 -5.500
H 2.773 -0.406 -4.432
H 2.897 -1.624 -3.152
H 2.766 0.079 -2.720
H -3.052 -1.407 1.221
H -2.353 -3.943 1.954
H -1.058 -5.896 0.192
H 0.449 -5.144 0.714
H 0.035 -5.152 -1.001
H -3.781 -1.029 -3.734
H -6.401 -0.923 -3.149
H -7.711 -0.588 -0.836
H -6.827 0.470 0.276
H -6.830 -1.271 0.540
C 3.935 -1.046 -0.029
C 3.263 -2.375 0.338
C 3.056 -3.248 -0.900
C 1.917 -2.115 1.001
H 4.809 -1.197 -0.665
H 4.260 -0.532 0.874
H 3.193 -0.422 -0.550
H 3.948 -2.906 1.025
H 2.183 -2.873 -1.435
H 2.862 -4.278 -0.604
H 3.929 -3.251 -1.557
H 2.038 -1.868 2.064
H 1.273 -2.994 0.917
C 1.907 4.159 2.498
N 0.893 3.459 3.264
C 1.537 2.724 4.335
N 2.580 1.819 3.882
C 3.551 2.582 3.123
N 2.977 3.310 2.004
C 2.490 2.403 0.973
P 1.119 1.247 1.527
C 0.109 2.581 2.412
C 2.031 0.734 3.084
H 2.345 4.927 3.148
H 1.435 4.645 1.642
H 0.780 2.146 4.874
H 1.996 3.456 5.015
H 4.323 1.907 2.744
H 4.014 3.309 3.803
H 3.330 1.791 0.631
H 2.149 2.993 0.118
H -0.652 2.087 3.027
H -0.418 3.192 1.675
H 2.851 0.083 2.767
H 1.359 0.147 3.716
```

Its charge is -1. As for the HOMO-LUMO gap (spin up / spin down): 5.63 / 7.07 eV. For the energy above the lowest of the compared OMol25 structures with the same formula, charge and spin, the calculation gives 1.702 eV. The calculation puts the HOMO energy (spin up / spin down) at -2.837 / -4.284 eV. Its expectation value of S² is 0.7546. As for the spin multiplicity: 2.

A structure of composition C26H41Cl2F2INO2S. Source: the OMol25 dataset; level of theory: ωB97M-V/def2-TZVPD.

XYZ file:
```
76
Properties=species:S:1:pos:R:3
C 7.088 -0.754 0.515
C 5.549 -0.722 0.618
C 4.930 0.210 -0.444
C 3.409 -0.043 -0.626
C 2.627 1.294 -0.840
C 1.516 1.142 -1.917
C 0.123 0.960 -1.284
C -1.016 1.051 -2.317
C -2.373 1.479 -1.713
C -2.915 0.500 -0.623
C -3.243 1.190 0.728
S -1.970 0.913 1.990
O -1.490 2.208 2.311
O -0.954 0.057 1.499
F -2.577 0.289 3.284
C -4.772 1.118 1.014
I -5.575 -0.229 2.521
C -5.438 2.498 1.256
C -4.643 3.499 2.114
C -4.535 3.131 3.606
F -3.544 3.975 4.116
C -5.200 0.365 -0.229
N -4.260 0.031 -1.020
C -4.393 -0.793 -2.243
C -3.902 -2.197 -1.857
C -2.597 -2.570 -2.103
C -2.150 -3.806 -1.710
C -2.990 -4.679 -1.058
C -4.300 -4.315 -0.835
C -4.774 -3.079 -1.219
C -6.230 -2.751 -0.893
H 7.443 -1.560 1.165
H 7.506 0.200 0.849
H 7.408 -0.968 -0.509
H 5.264 -0.402 1.629
H 5.145 -1.735 0.483
H 5.480 0.053 -1.380
H 5.080 1.251 -0.131
H 3.036 -0.534 0.281
H 3.267 -0.677 -1.506
H 3.363 2.008 -1.224
H 2.192 1.657 0.096
H 1.535 2.039 -2.550
H 1.702 0.265 -2.548
H 0.110 -0.067 -0.886
H -0.023 1.645 -0.440
H -1.091 0.140 -2.922
H -0.739 1.855 -3.016
H -3.064 1.551 -2.564
H -2.235 2.504 -1.349
H -2.174 -0.303 -0.597
H -3.070 2.239 0.468
H -5.630 2.953 0.271
H -6.420 2.392 1.724
H -3.614 3.679 1.785
H -5.145 4.472 2.084
H -4.165 2.117 3.777
H -5.445 3.363 4.167
H -6.213 0.044 -0.466
H -3.730 -0.438 -3.033
H -5.416 -0.797 -2.616
H -1.895 -1.896 -2.590
H -1.116 -4.080 -1.898
H -2.588 -5.635 -0.736
H -4.949 -5.021 -0.321
H -6.689 -2.133 -1.670
H -6.274 -2.239 0.076
H -6.760 -3.702 -0.807
Cl 10.836 -1.515 -0.013
C 11.520 -0.290 1.086
C 11.330 -0.656 2.536
Cl 9.618 -0.588 3.027
H 11.057 0.666 0.853
H 12.583 -0.221 0.861
H 11.869 0.049 3.167
H 11.701 -1.656 2.747
```

Its charge is +1. As for the HOMO-LUMO gap: 7.48 eV. The calculation puts the HOMO energy at -11.762 eV.

Respective electronic energy values: -2664.67964, -5099.57678, -3248.93750, -3339.59243, -2111.84002, -3036.25212 hartree.